# C34H57N3O2PdSSi

C34H57N3O2PdSSi as an isolated structure in a non-equilibrium geometry (ωB97M-V/def2-TZVPD, OMol25).

Summary:
* multiplicity: 3
* ⟨S²⟩: 2.019
* HOMO level (alpha / beta): -7.555 / -7.727 eV

CARTESIAN COORDINATES (ANGSTROEM)
O (2.07, -2.26, -1.72)
O (0.75, -0.70, -3.19)
C (3.28, -2.31, -0.96)
C (3.73, -3.70, -0.54)
H (3.16, -1.66, -0.07)
H (4.03, -1.83, -1.60)
H (3.26, -3.98, 0.41)
H (4.81, -3.67, -0.39)
H (3.50, -4.45, -1.30)
C (0.95, -2.94, -1.13)
C (0.17, -3.68, -2.18)
H (0.32, -2.19, -0.62)
H (1.30, -3.64, -0.35)
H (-0.19, -3.00, -2.95)
H (-0.69, -4.18, -1.71)
H (0.80, -4.45, -2.64)
C (-0.47, -0.28, -3.84)
C (1.82, -0.84, -4.16)
C (-1.65, -0.69, -3.01)
H (-0.51, -0.76, -4.84)
H (-0.43, 0.81, -4.00)
H (-1.89, -1.74, -3.18)
H (-2.52, -0.10, -3.30)
H (-1.47, -0.55, -1.94)
C (1.77, -2.17, -4.85)
H (2.76, -0.70, -3.62)
H (1.72, -0.03, -4.90)
H (1.83, -2.99, -4.13)
H (2.61, -2.24, -5.54)
H (0.85, -2.27, -5.43)
H (1.11, -0.54, -1.65)
N (-0.68, -0.29, 2.93)
C (-1.53, 0.13, 3.85)
C (-2.33, 1.26, 3.72)
C (-2.62, 1.97, 2.55)
C (-1.69, -0.69, 5.11)
H (-0.72, -0.96, 5.55)
H (-2.26, -1.61, 4.92)
H (-2.25, -0.09, 5.84)
C (-3.78, 2.93, 2.58)
H (-4.51, 2.73, 1.79)
H (-3.44, 3.98, 2.48)
H (-4.28, 2.84, 3.55)
N (-1.93, 1.85, 1.43)
C (-0.28, -1.64, 2.82)
C (0.99, -2.07, 3.28)
C (1.89, -1.15, 4.04)
C (1.39, -3.38, 3.03)
H (2.38, -3.69, 3.35)
C (0.52, -4.29, 2.43)
H (0.84, -5.32, 2.26)
C (-0.76, -3.88, 2.05)
H (-1.46, -4.59, 1.60)
C (-1.17, -2.57, 2.23)
C (-2.56, -2.15, 1.85)
C (-2.19, 2.58, 0.26)
C (-1.52, 3.82, 0.06)
C (-0.82, 4.46, 1.22)
C (-1.51, 4.37, -1.22)
H (-0.95, 5.29, -1.38)
C (-2.20, 3.74, -2.26)
H (-2.16, 4.17, -3.26)
C (-2.97, 2.60, -2.02)
H (-3.55, 2.14, -2.82)
C (-3.01, 2.03, -0.75)
C (-3.83, 0.80, -0.47)
Pd (0.04, 1.05, 1.42)
H (2.59, -1.73, 4.64)
H (1.32, -0.49, 4.72)
H (2.48, -0.50, 3.38)
H (-2.57, -1.14, 1.43)
H (-3.24, -2.16, 2.72)
H (-2.96, -2.85, 1.11)
H (-0.22, 5.31, 0.88)
H (-0.15, 3.75, 1.74)
H (-1.53, 4.83, 1.97)
H (-4.37, 0.88, 0.48)
H (-3.22, -0.11, -0.44)
H (-4.57, 0.66, -1.27)
H (-2.86, 1.58, 4.61)
C (0.99, 0.35, -0.70)
Si (2.06, 1.83, -1.32)
H (-0.10, 0.53, -0.71)
H (1.39, -0.21, 0.17)
C (3.82, 1.21, -1.55)
C (2.18, 3.40, -0.29)
C (1.36, 2.52, -2.93)
H (1.75, 3.54, -3.07)
H (0.27, 2.58, -2.91)
H (1.66, 1.93, -3.81)
H (4.27, 1.00, -0.57)
H (4.41, 2.00, -2.04)
H (3.88, 0.30, -2.16)
H (2.78, 3.26, 0.62)
H (1.20, 3.79, 0.00)
H (2.67, 4.17, -0.91)
S (1.85, 1.93, 2.73)
C (0.86, 2.43, 3.96)
N (0.19, 2.81, 4.86)

# C21H18CoN4OS8

C21H18CoN4OS8 as an isolated structure (ωB97M-V/def2-TZVPD, OMol25).

Summary:
* multiplicity: 5
* net charge: +1
* ⟨S²⟩: 6.018
* HOMO level (alpha / beta): -10.193 / -11.161 eV

CARTESIAN COORDINATES (ANGSTROEM)
Co (-1.22, -0.37, -0.38)
C (3.64, -0.50, -0.33)
C (2.59, -1.49, 0.14)
S (0.97, -1.53, -0.71)
C (1.35, -1.71, -2.48)
C (1.85, -0.50, -3.29)
S (1.08, 1.10, -2.89)
C (2.52, 2.21, -2.84)
C (3.65, 1.85, -1.87)
S (3.12, 1.24, -0.23)
H (3.92, -0.71, -1.36)
H (4.53, -0.61, 0.29)
H (2.32, -1.32, 1.18)
H (2.98, -2.50, 0.05)
H (0.41, -2.08, -2.88)
H (2.09, -2.52, -2.55)
H (1.63, -0.70, -4.34)
H (2.92, -0.38, -3.21)
H (2.08, 3.17, -2.59)
H (2.93, 2.28, -3.85)
H (4.25, 2.74, -1.69)
H (4.31, 1.10, -2.29)
S (-1.03, 1.67, 6.81)
N (-1.79, 0.46, 6.09)
C (-1.60, 0.58, 4.79)
C (-2.13, -0.28, 3.77)
C (-3.03, -1.31, 4.02)
C (-3.54, -2.03, 2.96)
C (-3.09, -1.73, 1.68)
N (-2.21, -0.77, 1.42)
C (-1.76, -0.01, 2.44)
C (-0.94, 1.14, 2.10)
N (-0.70, 1.35, 0.79)
C (-0.10, 2.47, 0.43)
C (0.36, 3.42, 1.35)
C (0.19, 3.19, 2.69)
C (-0.49, 2.03, 3.09)
C (-0.80, 1.72, 4.46)
N (-0.42, 2.41, 5.52)
H (-3.32, -1.52, 5.05)
H (-4.27, -2.81, 3.10)
H (-3.44, -2.30, 0.83)
H (0.02, 2.63, -0.63)
H (0.84, 4.32, 0.99)
H (0.54, 3.87, 3.44)
O (-3.37, -3.29, -6.22)
C (-3.07, -2.84, -5.16)
S (-3.13, -1.09, -4.79)
C (-2.58, -1.20, -3.15)
C (-2.31, -2.48, -2.66)
S (-1.79, -2.80, -1.09)
S (-2.54, -3.81, -3.76)
S (-2.43, 0.23, -2.24)

# C4H6N2S

One molecule with the formula C4H6N2S in a non-equilibrium geometry (ωB97M-V/def2-TZVPD, OMol25).

Summary:
* multiplicity: 1
* SMILES: [H]/N=C1\N[C@@H]2C[C@@H]2S1
* HOMO level: -8.698 eV

CARTESIAN COORDINATES (ANGSTROEM)
H (2.11, -2.03, -0.59)
N (1.25, -1.73, -1.06)
C (0.74, -0.74, -0.48)
N (1.20, -0.07, 0.60)
C (0.29, 0.87, 1.17)
C (-1.06, 0.39, 1.58)
C (-0.92, 1.09, 0.28)
S (-0.74, 0.09, -1.16)
H (1.88, -0.45, 1.19)
H (0.68, 1.70, 1.70)
H (-1.31, -0.70, 1.49)
H (-1.58, 0.91, 2.43)
H (-1.32, 2.11, 0.25)

# C4H4O2

One molecule with the formula C4H4O2 in a non-equilibrium geometry (ωB97M-V/def2-TZVPD, OMol25).

Summary:
* multiplicity: 1
* SMILES: O=C1O[C@H]2C[C@@H]12
* HOMO level: -9.254 eV

CARTESIAN COORDINATES (ANGSTROEM)
O (-1.53, 1.94, -0.02)
C (-0.53, 1.31, 0.02)
O (0.33, 0.95, 1.26)
C (0.95, -0.05, 0.52)
C (-0.36, -1.08, -0.09)
C (0.19, 0.17, -0.69)
H (1.97, -0.36, 0.73)
H (-0.56, -1.92, -0.79)
H (-1.05, -1.06, 0.74)
H (0.60, 0.10, -1.69)

# C29H48O24

A 8-piece molecular cluster, C29H48O24 overall in a non-equilibrium geometry (ωB97M-V/def2-TZVPD, OMol25).

Summary:
* multiplicity: 1
* SMILES: C[C@H]1COC(=O)O1.C[C@H]1COC(=O)O1.C[C@H]1COC(=O)O1.C[C@H]1COC(=O)O1.C[C@H]1COC(=O)O1.COC(=O)OC.COC(=O)OC.COC(=O)OC
* HOMO level: -10.354 eV

CARTESIAN COORDINATES (ANGSTROEM)
C (0.78, 4.24, 1.66)
C (0.33, 3.85, 3.08)
C (1.14, 2.90, 3.97)
O (1.21, 3.54, 5.19)
C (0.86, 4.82, 5.05)
O (0.94, 5.60, 6.01)
O (0.43, 5.05, 3.79)
H (0.57, 3.48, 0.95)
H (1.82, 4.39, 1.61)
H (0.23, 5.11, 1.27)
H (-0.72, 3.62, 2.98)
H (2.09, 2.70, 3.51)
H (0.69, 1.97, 4.05)
C (0.64, 4.63, -2.07)
C (-0.91, 4.70, -2.09)
C (-1.62, 3.48, -1.49)
O (-2.47, 4.12, -0.52)
C (-2.25, 5.40, -0.52)
O (-2.83, 6.22, 0.16)
O (-1.31, 5.73, -1.33)
H (1.03, 5.43, -2.67)
H (1.04, 3.67, -2.56)
H (0.95, 4.59, -1.07)
H (-1.22, 4.74, -3.12)
H (-0.94, 2.71, -1.03)
H (-2.29, 3.00, -2.27)
C (0.52, -3.13, -6.81)
C (0.67, -2.07, -5.73)
C (0.53, -2.65, -4.33)
O (1.40, -1.87, -3.57)
C (2.17, -1.07, -4.38)
O (3.05, -0.39, -3.97)
O (1.80, -1.33, -5.68)
H (0.23, -2.67, -7.80)
H (-0.39, -3.77, -6.60)
H (1.31, -3.78, -7.00)
H (-0.18, -1.39, -5.96)
H (0.89, -3.71, -4.27)
H (-0.41, -2.59, -3.93)
C (3.57, 1.88, -0.79)
C (2.28, 1.28, -0.26)
C (2.04, -0.19, -0.60)
O (2.13, -0.76, 0.70)
C (2.12, 0.16, 1.65)
O (2.11, -0.03, 2.86)
O (2.27, 1.43, 1.15)
H (3.72, 2.02, -1.80)
H (4.26, 1.08, -0.51)
H (3.89, 2.77, -0.21)
H (1.45, 1.84, -0.65)
H (2.72, -0.71, -1.26)
H (0.95, -0.26, -1.01)
C (-0.94, 0.67, 6.46)
C (0.14, -0.24, 5.90)
C (1.62, 0.25, 6.27)
O (2.03, -0.83, 7.11)
C (1.14, -1.80, 7.11)
O (1.21, -2.81, 7.78)
O (0.09, -1.52, 6.46)
H (-1.15, 1.63, 5.86)
H (-0.70, 1.06, 7.47)
H (-1.91, 0.28, 6.46)
H (-0.01, -0.29, 4.83)
H (1.76, 1.34, 6.59)
H (2.17, 0.13, 5.37)
C (-0.29, -2.58, 2.54)
O (-1.32, -3.53, 2.47)
C (-2.44, -3.33, 1.79)
O (-2.65, -2.23, 1.03)
O (-3.35, -4.15, 2.09)
C (-4.67, -4.03, 1.56)
H (-0.06, -2.40, 3.63)
H (-0.33, -1.76, 1.90)
H (0.63, -3.13, 2.21)
H (-4.78, -3.66, 0.55)
H (-5.15, -3.37, 2.22)
H (-5.28, -4.86, 1.60)
C (-2.84, -5.09, -1.15)
O (-1.56, -5.57, -0.79)
C (-0.55, -4.81, -0.97)
O (-0.62, -3.52, -1.37)
O (0.64, -5.32, -0.61)
C (1.76, -4.60, -1.03)
H (-3.73, -5.78, -1.15)
H (-2.62, -4.68, -2.17)
H (-3.10, -4.25, -0.57)
H (2.67, -5.19, -0.84)
H (1.93, -3.53, -0.65)
H (1.82, -4.66, -2.14)
C (-0.44, 2.09, -5.72)
O (-1.32, 1.19, -5.05)
C (-1.06, 0.75, -3.76)
O (0.13, 1.00, -3.13)
O (-2.07, -0.04, -3.37)
C (-1.97, -0.67, -2.05)
H (-0.04, 2.94, -5.08)
H (-0.90, 2.50, -6.60)
H (0.56, 1.62, -5.97)
H (-0.95, -1.03, -1.89)
H (-2.55, -1.69, -2.01)
H (-2.23, -0.22, -1.09)

The highest multiplicity belongs to which entry?
C21H18CoN4OS8

The highest multiplicity belongs to which entry?
C21H18CoN4OS8

Please write out number 4 again, unchanged.
# C4H4O2

One molecule with the formula C4H4O2 in a non-equilibrium geometry (ωB97M-V/def2-TZVPD, OMol25).

Summary:
* multiplicity: 1
* SMILES: O=C1O[C@H]2C[C@@H]12
* HOMO level: -9.254 eV

CARTESIAN COORDINATES (ANGSTROEM)
O (-1.53, 1.94, -0.02)
C (-0.53, 1.31, 0.02)
O (0.33, 0.95, 1.26)
C (0.95, -0.05, 0.52)
C (-0.36, -1.08, -0.09)
C (0.19, 0.17, -0.69)
H (1.97, -0.36, 0.73)
H (-0.56, -1.92, -0.79)
H (-1.05, -1.06, 0.74)
H (0.60, 0.10, -1.69)